No. 1
A single C5H7N molecule, computed with wB97M-V/def2-TZVPD.

XYZ file:
```
13
Properties=species:S:1:pos:R:3:forces:R:3
C -1.02613 -1.15928 -1.17699 0.018 -0.084 -0.163
C -0.12050 -0.28877 -0.35909 -0.103 0.125 0.079
C 1.12312 -0.53247 0.30603 -0.061 -0.025 0.024
C 1.36215 0.54218 1.12965 0.047 0.001 0.022
N 0.34287 1.43989 0.96355 0.107 0.061 0.032
C -0.54617 0.94637 0.05253 -0.011 0.027 -0.050
H -1.84369 -0.52555 -1.53177 0.042 -0.180 -0.157
H -0.57096 -1.65751 -2.04014 0.065 0.151 0.180
H -1.48738 -1.92771 -0.54942 0.121 -0.033 -0.068
H 1.79335 -1.37494 0.17732 -0.260 0.068 0.103
H 2.15937 0.73722 1.83406 -0.071 -0.054 -0.184
H 0.20254 2.27931 1.49583 0.159 0.002 -0.069
H -1.38857 1.52128 -0.30156 -0.052 -0.060 0.252
```
Positions in Å, forces in eV/Å.

- SMILES string: Cc1cc[nH]c1
- Lowest unoccupied orbital energy: 1.1 eV
- Frontier orbital gap: 9.199 eV
- HOMO: -8.13 eV
- ΔE to the lowest compared entry with this formula, charge and spin: 4.4 kcal per mole
- Total charge: 0

No. 2
4 unconnected molecules or ions with the total composition C44H40F24INO7, computed with wB97M-V/def2-TZVPD.

XYZ file:
```
117
Properties=species:S:1:pos:R:3:forces:R:3
C 3.99083 -3.75298 9.85846 -0.075 -0.054 -0.046
C 3.20399 -2.45265 9.94416 0.203 -0.127 0.268
O 2.66303 -2.06751 8.69338 -0.066 0.168 0.043
C 1.37776 -2.58994 8.46341 0.117 -0.174 -0.186
C 0.92309 -2.21968 7.07533 -0.055 0.027 0.009
C -0.07525 -2.96347 6.45543 0.034 0.001 -0.107
C -0.54197 -2.66504 5.17955 0.006 0.156 -0.050
C -1.65074 -3.49115 4.58831 0.143 -0.140 0.333
C -3.03888 -3.03476 5.00162 -0.077 -0.052 -0.076
O -3.95782 -3.81209 5.04257 0.070 0.150 -0.142
N -3.16144 -1.63728 5.30929 -0.283 -0.374 0.056
C -3.30365 -1.51172 6.76681 0.175 0.154 -0.013
C -4.28054 -1.02417 4.57755 0.028 0.370 -0.031
C 0.05278 -1.60188 4.49984 0.049 0.051 -0.077
C 1.04956 -0.84433 5.11868 -0.019 -0.104 0.087
C 1.47647 -1.13649 6.40468 -0.120 0.044 0.056
C 1.64599 0.28700 4.35424 -0.004 0.208 0.085
O 1.99845 1.32568 4.87645 0.119 -0.287 -0.120
C 1.77380 0.04157 2.88809 -0.112 0.009 0.008
C 2.84406 0.55996 2.17724 -0.098 0.158 -0.117
C 2.94260 0.29349 0.82714 -0.007 -0.064 0.102
C 2.00355 -0.49607 0.16069 0.002 0.125 -0.024
C 2.24970 -0.76799 -1.30056 -0.153 -0.127 0.064
C 3.26804 -1.86158 -1.53016 0.162 0.054 -0.103
C 3.29502 -3.02155 -0.76742 -0.032 -0.101 0.087
C 4.24000 -4.00584 -1.00779 0.197 -0.011 -0.135
C 5.19340 -3.86379 -2.01355 -0.170 0.063 0.064
C 6.23293 -4.92171 -2.24759 0.074 -0.168 0.016
C 5.15728 -2.70270 -2.78211 0.100 -0.225 0.040
C 4.21425 -1.71956 -2.54266 -0.073 0.058 0.022
C 0.91274 -0.98921 0.88232 -0.037 0.125 0.098
I -0.50871 -2.18702 -0.09573 0.009 -0.044 0.003
C 0.79166 -0.72017 2.25011 0.130 -0.110 -0.071
C -0.34146 -1.20486 3.11298 -0.083 0.102 -0.006
O -1.48521 -1.22985 2.71984 0.125 -0.136 -0.006
H 4.97374 -3.59423 9.41840 0.002 0.017 -0.033
H 4.11602 -4.18995 10.84978 0.078 0.031 0.010
H 3.46609 -4.48382 9.24149 -0.049 -0.009 0.028
H 2.41613 -2.54272 10.70022 -0.140 0.027 -0.107
H 3.85672 -1.64360 10.27452 -0.018 0.044 -0.085
H 0.67138 -2.20816 9.21182 -0.029 0.063 0.008
H 1.37937 -3.68416 8.55012 -0.016 -0.010 0.030
H -0.51099 -3.81591 6.96766 0.052 -0.014 0.061
H -1.55235 -4.53208 4.89768 0.010 -0.023 -0.053
H -1.62381 -3.46445 3.49884 -0.090 0.018 -0.005
H -2.63067 -2.20472 7.27231 0.054 0.014 -0.020
H -4.32288 -1.73076 7.09927 -0.032 -0.043 0.015
H -3.02619 -0.50403 7.07637 -0.078 0.041 -0.015
H -3.91168 -0.23311 3.92389 0.069 -0.025 0.001
H -4.99859 -0.57662 5.26672 -0.032 -0.078 0.022
H -4.80996 -1.75089 3.96505 -0.022 -0.063 0.045
H 2.24208 -0.53931 6.87707 0.038 0.035 -0.027
H 3.58318 1.17184 2.67539 -0.019 0.010 0.072
H 3.77751 0.69350 0.26456 0.000 -0.036 -0.031
H 1.31172 -1.04199 -1.78369 0.016 0.061 -0.084
H 2.60281 0.14629 -1.77581 -0.010 0.043 0.003
H 2.57908 -3.18445 0.03032 -0.034 0.122 -0.018
H 4.24559 -4.90134 -0.39812 -0.024 -0.020 0.012
H 7.19418 -4.64303 -1.81093 -0.002 0.060 -0.008
H 6.39694 -5.10367 -3.30969 -0.012 0.064 -0.030
H 5.93879 -5.86857 -1.79469 -0.026 0.010 0.012
H 5.88410 -2.57853 -3.57633 -0.015 0.068 -0.023
H 4.21130 -0.82544 -3.15532 -0.024 0.024 0.000
F -0.02579 -2.35661 -6.76739 0.016 -0.001 -0.024
C -1.34134 -2.08360 -6.69614 -0.128 -0.042 -0.039
F -1.92802 -2.49959 -7.84194 0.029 -0.019 0.017
C -1.57801 -0.57883 -6.55114 0.255 0.263 -0.083
F -1.16488 0.06841 -7.65981 -0.037 -0.075 -0.022
F -2.93845 -0.43835 -6.47950 -0.097 -0.044 0.032
C -1.01961 0.11405 -5.30082 -0.272 0.158 0.497
O 0.20669 0.79893 -5.44087 0.081 -0.119 -0.530
C 1.41029 0.18794 -5.24864 -0.091 0.013 0.250
F 1.28291 -1.06956 -4.78934 -0.002 -0.014 -0.046
F 2.07511 0.89081 -4.30002 0.076 0.018 0.120
C 2.28705 0.24189 -6.50608 0.033 0.049 -0.017
F 1.66446 -0.35244 -7.54022 0.013 -0.039 0.010
F 3.43704 -0.42238 -6.25255 0.017 0.007 -0.025
H -1.78378 -2.62429 -5.85531 0.023 -0.007 0.004
H -1.73798 0.90277 -5.08205 -0.003 0.001 -0.007
H -1.01557 -0.56117 -4.44418 0.061 -0.115 -0.096
H 2.51026 1.27988 -6.75919 -0.001 -0.004 -0.010
F -0.14296 3.65523 1.54186 -0.020 0.016 -0.037
C -0.58700 3.97033 2.77561 -0.036 -0.042 0.065
F -1.93429 4.07042 2.72580 -0.003 -0.024 -0.014
C -0.01761 5.31621 3.23660 0.036 0.099 -0.182
F -0.48263 6.30684 2.44951 0.011 -0.024 0.009
F -0.53508 5.49695 4.48842 -0.011 0.002 0.063
C 1.50317 5.42887 3.40239 0.379 -0.030 0.440
O 2.23465 6.02632 2.34614 -0.462 0.106 -0.342
C 2.71186 5.29396 1.29929 0.073 0.071 0.277
F 2.47562 3.98306 1.45568 0.093 -0.182 -0.076
F 4.05535 5.46760 1.25479 0.085 -0.112 -0.005
C 2.17274 5.79561 -0.04599 0.022 0.072 -0.017
F 0.82825 5.74906 -0.05959 -0.013 -0.047 0.001
F 2.64237 4.98653 -1.02354 -0.011 0.018 -0.021
H -0.31418 3.17733 3.47729 0.033 -0.007 -0.017
H 1.63574 6.11860 4.23389 -0.009 0.011 -0.005
H 1.93448 4.47390 3.70602 -0.105 -0.075 -0.094
H 2.50774 6.81886 -0.22478 -0.016 0.000 -0.012
F -3.88449 2.88521 -8.57582 -0.066 0.019 -0.003
C -4.10399 1.79034 -9.33369 0.290 -0.117 0.003
F -3.41368 1.93399 -10.48721 -0.047 0.029 -0.013
C -5.58903 1.63213 -9.66191 -0.093 0.280 -0.010
F -6.00353 2.65386 -10.43808 0.020 -0.036 0.018
F -5.66224 0.48663 -10.40176 -0.008 -0.068 -0.001
C -6.55376 1.43111 -8.48643 -0.266 -0.450 0.204
O -7.25735 2.56601 -8.02268 0.244 0.332 -0.334
C -6.76462 3.38394 -7.04799 -0.124 -0.135 0.090
F -5.63130 2.91157 -6.50025 0.018 0.004 -0.028
F -7.69251 3.44529 -6.06353 0.008 -0.045 0.115
C -6.58917 4.82423 -7.54875 -0.044 0.040 0.001
F -5.75625 4.86093 -8.60467 0.035 -0.003 0.009
F -6.05510 5.56331 -6.55107 0.003 0.024 -0.017
H -3.72401 0.90922 -8.80963 -0.052 -0.003 0.023
H -7.33279 0.78276 -8.88414 -0.003 0.001 0.000
H -6.07122 0.89133 -7.67107 0.137 0.089 -0.027
H -7.55846 5.23782 -7.83296 0.003 0.000 -0.004
```
Positions in Å, forces in eV/Å.

- SMILES string: CCOCc1cc(CC(=O)N(C)C)c2c(c1)C(=O)c1ccc(Cc3ccc(C)cc3)c(I)c1C2=O.FC(F)C(F)(F)COC(F)(F)C(F)F.FC(F)C(F)(F)COC(F)(F)C(F)F.FC(F)C(F)(F)COC(F)(F)C(F)F
- Lowest unoccupied orbital energy: -0.9 eV
- Frontier orbital gap: 7.963 eV
- HOMO: -8.84 eV
- Total charge: 0

No. 3
A molecular structure, C10H6NO5ReS, computed with wB97M-V/def2-TZVPD.

XYZ file:
```
24
Properties=species:S:1:pos:R:3:forces:R:3
O -0.01083 1.49764 -5.04921 -0.060 2.344 7.382
C -0.00988 1.83207 -3.92432 0.266 -1.052 -4.780
Re -0.01035 -0.81885 -1.86834 0.045 2.727 -0.602
O -0.06495 1.95691 -0.19477 0.044 -4.217 -3.043
C -0.04984 0.98247 -0.84790 0.101 4.112 3.143
C -0.07666 -2.78447 -2.31151 -0.420 -6.391 -1.977
O -0.15141 -3.92704 -2.50683 0.362 5.067 0.918
C 1.80375 -0.36093 -2.62161 7.325 -0.242 -1.569
O 2.91910 -0.19516 -2.97579 -6.002 -0.479 1.579
C -1.80543 -0.41401 -2.61574 -5.027 -0.477 -0.811
O -2.90140 -0.28408 -2.95245 3.260 -0.039 0.658
H 0.04093 2.19758 -2.73728 -0.178 -0.471 -3.427
S 0.31123 -1.78964 0.11811 0.490 -1.178 1.393
C 0.17213 -0.71029 1.46537 -0.879 1.459 1.793
N -1.06163 -0.21202 1.84253 0.506 -0.400 -0.150
C -1.23223 0.54433 2.96874 0.470 -0.813 -1.287
C -0.13321 0.85711 3.73819 0.094 -0.338 -0.125
C 1.12789 0.38829 3.38137 0.007 0.562 0.104
C 1.27997 -0.37837 2.24603 0.320 -1.757 -1.841
H -1.87426 -0.46833 1.25529 0.444 0.199 0.771
H -2.24301 0.84900 3.14681 -0.325 0.212 0.304
H -0.27728 1.43055 4.62430 -0.046 0.401 0.493
H 2.01908 0.66022 3.93300 -0.126 -0.042 0.281
H 2.22829 -0.85296 1.88599 -0.672 0.815 0.793
```
Positions in Å, forces in eV/Å.

- Spin multiplicity: 4
- Lowest unoccupied orbital energy (spin up / spin down): -13.1 / -15.2 eV
- Frontier orbital gap (spin up / spin down): 6.332 / 5.314 eV
- HOMO (spin up / spin down): -19.41 / -20.49 eV
- ΔE to the lowest compared entry with this formula, charge and spin: 16.2 kcal per mole
- Total charge: +3

No. 4
A molecular structure, C24H21F6NPtS, computed with wB97M-V/def2-TZVPD.

XYZ file:
```
54
Properties=species:S:1:pos:R:3:forces:R:3
Pt -1.60251 -0.40635 0.72809 0.225 -0.186 -0.367
C 0.43013 -3.28433 -0.04121 0.047 -0.048 0.000
C 0.79786 -2.59310 -1.35746 -0.087 0.119 0.104
C -0.36288 -2.65937 -2.35111 0.006 0.030 -0.001
C 1.40863 -1.21276 -1.12049 0.074 0.170 -0.087
C 2.80198 -1.14732 -1.16763 -0.098 -0.050 0.071
C 3.49183 0.03490 -0.97668 0.010 0.060 0.009
C 2.79122 1.19972 -0.72282 0.029 -0.022 0.003
C 1.40345 1.20349 -0.66421 0.040 -0.057 0.127
C 0.68551 2.49938 -0.32869 -0.082 0.008 -0.080
C 1.09670 3.00180 1.05666 -0.002 0.010 -0.021
C 0.93314 3.57323 -1.38959 -0.028 -0.021 -0.042
C 0.72661 -0.00672 -0.87066 -0.079 -0.121 -0.093
N -0.72351 0.04150 -0.89824 0.211 0.160 0.266
C -1.24427 0.53630 -2.10370 -0.175 -0.216 -0.093
C -0.45651 0.67993 -3.25522 0.050 -0.014 0.014
C -0.97354 1.19306 -4.42743 -0.119 0.027 -0.005
C -2.30624 1.58682 -4.48875 0.096 -0.025 -0.021
C -3.11212 1.44862 -3.37306 -0.025 -0.002 0.058
C -2.58664 0.92132 -2.21051 0.027 0.072 -0.103
F -3.40672 0.81398 -1.15986 0.000 0.009 0.006
H 0.09344 -4.30403 -0.23947 0.028 -0.014 0.010
H -0.37435 -2.76368 0.47637 -0.037 0.041 -0.009
H 1.28761 -3.32692 0.63233 0.011 -0.010 -0.010
H 1.61475 -3.17514 -1.79353 -0.029 0.014 -0.030
H -1.28400 -2.25834 -1.93039 -0.016 0.014 0.015
H -0.54969 -3.70248 -2.61120 -0.002 -0.010 -0.002
H -0.14224 -2.11944 -3.27329 0.006 -0.017 0.009
H 3.35187 -2.06007 -1.36381 0.009 0.000 -0.009
H 4.57278 0.04606 -1.02461 0.008 0.007 -0.007
H 3.32802 2.12775 -0.57218 0.018 0.004 0.031
H -0.38736 2.30167 -0.29575 0.045 0.020 0.001
H 2.15695 3.25972 1.08251 0.010 0.022 0.002
H 0.91538 2.24771 1.81834 -0.005 -0.070 0.046
H 0.52539 3.89325 1.32069 0.011 0.019 -0.020
H 1.99677 3.80104 -1.48093 0.012 0.013 0.014
H 0.41571 4.49538 -1.12049 -0.001 0.010 0.005
H 0.57257 3.25663 -2.36950 0.004 -0.018 -0.008
H 0.57996 0.37436 -3.21872 -0.010 0.020 0.008
H -0.33635 1.28442 -5.29600 0.008 0.010 -0.009
H -2.71604 1.99814 -5.40089 -0.004 0.000 -0.010
H -4.15127 1.74721 -3.37494 -0.013 -0.010 -0.015
F 0.45584 -1.30835 7.46452 0.002 -0.008 -0.002
C -0.21316 -1.26339 6.31798 -0.028 -0.038 -0.010
C 0.15733 -0.36707 5.33234 -0.030 -0.007 -0.030
F 1.18941 0.45070 5.53472 -0.003 0.012 0.014
C -0.54470 -0.32068 4.13968 0.063 0.005 0.053
F -0.14862 0.57725 3.24328 0.017 0.047 -0.022
C -1.62556 -1.15920 3.89235 -0.047 -0.249 -0.098
S -2.66136 -1.09104 2.45552 -0.192 0.243 0.347
C -1.96681 -2.05714 4.90329 0.015 -0.028 0.022
F -2.98256 -2.90274 4.72876 -0.019 0.028 -0.010
C -1.28276 -2.11737 6.10200 0.046 0.057 -0.039
F -1.63909 -2.98827 7.04359 0.004 -0.012 0.016
```
Positions in Å, forces in eV/Å.

- Lowest unoccupied orbital energy (spin up / spin down): -2.3 / -2.3 eV
- Frontier orbital gap (spin up / spin down): 6.052 / 6.021 eV
- HOMO (spin up / spin down): -8.35 / -8.33 eV
- Total charge: 0